No. 1
8
Properties=species:S:1:pos:R:3:nbo_charge:R:1 method="wB97M-V/def2-TZVPD" total_energy_ev=-6232.31928 e_homo_ev=-9.5
O -0.366 -1.524 -0.132 -0.52
O -1.604 0.806 0.173 -0.96
H 1.563 1.079 0.052 0.27
H -1.644 -0.207 0.224 0.48
H 2.517 -0.528 -0.015 0.27
C 0.454 -0.653 -0.133 0.74
H -2.496 1.027 -0.138 0.48
C 1.575 0.001 -0.031 -0.76

=====

No. 2
48
Properties=species:S:1:pos:R:3:mulliken_spin:R:1 method="wB97M-V/def2-TZVPD" multiplicity=2 total_charge=+1 total_energy_ev=-34053.02570 e_homo_ev="-11.6 / -11.1" s2=0.758
C 17.764 10.209 -8.288 -0.05
O 16.605 7.367 -11.810 0.00
C 15.865 5.277 -8.529 0.00
H 16.416 4.486 -8.021 0.00
Ag 15.379 8.236 -9.913 0.25
N 13.422 11.656 -8.118 0.00
C 15.547 7.234 -12.772 0.00
H 17.537 5.975 -9.235 0.00
H 14.129 11.410 -7.440 0.00
O 17.297 9.063 -9.027 0.67
H 18.816 10.139 -8.012 0.06
H 12.858 12.478 -7.952 0.00
H 15.224 4.621 -9.118 0.00
H 17.029 9.891 -6.141 0.00
C 14.909 6.051 -7.622 0.00
C 17.891 11.388 -9.171 0.02
N 17.148 10.630 -12.385 0.00
H 17.548 10.998 -13.236 0.00
O 13.741 9.628 -9.161 0.01
N 12.362 11.098 -9.875 0.00
H 15.837 6.732 -13.695 0.00
H 16.186 11.844 -13.646 0.00
H 14.449 11.758 -13.227 0.00
H 13.265 6.726 -12.500 0.00
H 17.658 10.423 -11.537 0.00
C 14.282 6.463 -12.211 0.00
H 17.458 7.289 -12.244 0.00
H 13.932 7.586 -7.259 0.00
H 15.405 6.081 -6.651 0.00
H 14.386 5.381 -12.287 0.00
H 12.276 10.431 -10.628 0.00
H 18.828 11.436 -9.726 0.00
H 13.926 5.597 -7.493 0.00
H 17.028 11.593 -9.805 0.00
C 16.972 10.615 -6.954 0.00
N 15.395 11.403 -13.198 0.00
C 13.200 10.724 -9.012 0.00
C 15.840 10.702 -12.251 0.01
H 18.114 12.288 -8.598 0.00
O 14.098 6.761 -10.855 0.01
O 15.331 10.183 -11.259 0.01
H 15.340 8.177 -13.277 0.00
O 16.597 6.152 -9.318 0.00
H 15.920 10.661 -7.236 0.01
H 17.219 11.568 -6.484 0.00
O 14.524 7.327 -7.969 0.00
H 13.330 6.309 -10.498 0.00
H 11.825 11.945 -9.997 0.00

=====

No. 3
75
Properties=species:S:1:pos:R:3:mulliken_spin:R:1 method="wB97M-V/def2-TZVPD" multiplicity=6 total_charge=+1 total_energy_ev=-157673.55243 e_homo_ev="-9.1 / -10.5" s2=8.771
H -1.608 -3.651 -0.899 0.00
Se 0.746 -1.376 -1.924 0.32
N -0.821 -2.659 0.824 0.03
Fe 0.505 -1.054 0.278 4.13
H -1.218 0.716 -3.828 0.00
C 1.832 -0.037 -4.785 0.02
H -4.837 -0.769 -1.072 0.00
H 5.810 -0.864 -0.939 0.00
H 6.569 -1.055 0.492 0.00
H 2.606 3.765 3.396 0.00
C -0.454 2.273 -1.148 0.04
C 3.367 -1.568 0.590 -0.01
C -2.574 0.047 1.940 0.01
N -1.562 -4.077 2.316 0.00
Si -0.471 1.213 0.401 0.03
C 0.680 3.192 -3.083 0.01
H -0.935 -2.602 4.975 0.00
C -4.199 -0.546 -0.226 -0.03
H 2.776 -0.579 -4.706 0.00
C -1.227 -0.233 -4.366 0.01
C -2.155 0.417 0.655 0.07
C -1.079 2.938 2.611 0.02
C 1.256 2.645 2.160 0.04
H -1.452 -0.034 -5.417 0.00
C 0.653 2.328 -1.997 0.03
H -2.120 2.721 2.397 0.00
C -0.072 2.331 1.857 0.01
H 0.797 4.809 4.720 0.00
H 1.593 0.468 3.666 0.00
C -1.534 3.119 -1.419 0.01
C -0.769 3.822 3.636 0.00
H 0.453 -0.686 5.889 0.00
H 0.314 -2.653 -6.061 0.00
C -2.989 0.105 -0.423 0.04
C -1.519 3.971 -2.514 0.01
H 4.154 0.104 0.459 0.00
H 1.384 -3.276 -4.796 0.00
H -2.683 0.371 -1.429 0.02
N -0.362 -2.009 4.400 0.00
H 4.730 -2.843 -0.409 0.00
C 0.438 -2.765 -4.980 0.01
N 0.564 -1.099 2.628 0.01
H -0.371 -3.394 -4.609 0.00
H 5.081 -2.569 1.289 0.00
H 1.503 1.682 -1.807 0.02
C 0.391 -0.947 4.848 0.00
H -5.542 -1.406 1.208 0.00
H -1.563 4.286 4.207 0.00
C 0.556 4.116 3.925 0.01
Si 0.414 -1.085 -4.194 0.03
H 1.906 0.877 -4.195 0.00
C -1.973 -4.543 1.085 0.00
H -1.954 0.295 2.796 0.00
O 3.240 -0.252 0.595 0.02
H -2.402 3.111 -0.768 0.00
C -4.596 -0.905 1.055 0.04
H 1.549 3.228 -3.729 0.00
C 0.953 -0.393 3.738 0.00
C 4.776 -2.075 0.365 0.00
H -2.369 4.611 -2.712 0.00
C -1.501 -3.653 0.171 0.00
H -2.549 -5.444 0.976 0.00
H -4.099 -0.865 3.143 0.00
H 1.687 0.242 -5.831 0.00
H -1.716 -4.541 3.194 0.00
H 2.056 2.194 1.580 -0.01
C -0.410 4.009 -3.348 0.00
H -0.393 4.679 -4.198 0.00
O 2.407 -2.293 0.756 0.03
C -0.226 -2.058 3.058 0.03
H -2.026 -0.854 -3.957 0.00
C -3.782 -0.604 2.141 -0.02
C -0.870 -2.941 2.107 0.00
C 1.571 3.529 3.182 0.01
N 5.662 -0.957 0.058 0.00

=====

No. 4
36
Properties=species:S:1:pos:R:3:nbo_charge:R:1 method="wB97M-V/def2-TZVPD" total_energy_ev=-27523.00520 e_homo_ev=-9.6
H 0.614 3.928 0.005 0.24
C -0.299 -0.567 -0.366 -0.30
C 0.453 4.082 1.074 -0.52
O -1.744 -0.352 1.521 -0.58
C -0.962 3.671 1.382 0.59
H 0.011 1.018 3.236 0.22
O -2.729 -4.406 -2.961 -0.37
H -1.009 2.230 4.006 0.23
C -0.320 2.057 3.179 -0.42
O -0.517 1.403 0.824 -0.51
C 1.882 -2.984 -3.219 -0.18
H 0.544 5.152 1.268 0.23
H 1.679 2.327 1.406 0.21
C 1.297 -2.306 -2.168 -0.20
H -2.134 1.944 1.979 0.23
C -1.082 2.225 1.852 -0.02
C -0.676 -3.631 -2.401 0.03
H 2.397 3.834 1.977 0.22
H 1.854 -1.539 -1.654 0.22
C -0.946 0.132 0.760 0.77
H 0.561 3.957 3.717 0.20
H 2.887 -2.735 -3.523 0.22
C 0.004 -2.605 -1.726 0.01
H -0.670 -5.059 -3.979 0.25
H 1.634 2.574 3.936 0.22
H 1.632 -4.505 -4.712 0.23
C 1.463 3.276 1.896 -0.40
H -1.329 -2.336 -0.016 0.26
C 1.183 -3.979 -3.886 -0.20
C -0.590 -1.843 -0.636 -0.14
N -2.015 -4.052 -2.048 0.53
C -0.099 -4.293 -3.478 -0.18
O -2.331 -4.058 -0.880 -0.37
H 0.389 0.026 -0.950 0.22
O -1.911 4.404 1.307 -0.51
C 0.878 3.008 3.280 -0.41

=====

No. 5
69
Properties=species:S:1:pos:R:3:mulliken_spin:R:1 method="wB97M-V/def2-TZVPD" multiplicity=2 total_charge=+3 total_energy_ev=-90827.66251 e_homo_ev="-17.5 / -17.4" s2=1.219
C -4.862 0.295 -0.762 0.01
F 2.498 -4.315 1.015 0.00
C 1.311 3.968 1.993 0.00
H 3.894 0.417 -0.365 0.00
F -1.091 1.910 -0.482 0.01
N 1.646 0.825 -1.556 0.05
F -5.736 2.458 -0.922 0.00
S -1.068 -1.035 -0.704 -0.08
C -1.282 -0.180 2.352 0.03
H -2.259 2.292 1.578 0.00
F 0.475 -5.076 0.530 0.00
H 5.006 0.673 -1.711 0.00
C -2.912 1.788 2.286 0.00
H 2.333 5.738 1.319 0.00
F 2.940 -3.952 -1.122 0.00
H -0.940 -0.933 -3.557 0.01
H 0.477 -2.898 2.436 0.02
C 3.437 -0.693 -2.183 0.00
O -0.234 1.974 3.580 0.01
C -3.612 -0.470 3.050 0.23
H -0.374 0.669 -3.020 0.00
C 2.373 4.181 -0.165 0.00
P 1.721 -4.552 -0.297 0.00
C 1.177 -0.818 -3.299 0.11
H -0.108 0.133 -4.673 0.01
C 2.969 -2.297 -3.927 0.12
H 5.052 -0.833 -0.799 0.00
C -3.748 -0.528 -0.639 -0.01
C 4.387 -0.073 -1.207 0.00
C -4.695 1.678 -0.817 -0.01
F -3.257 3.543 -0.733 0.00
Mo 0.766 0.147 0.056 -0.45
C -3.418 2.237 -0.732 0.01
O 2.907 2.448 -2.607 0.03
H -3.948 1.884 1.961 0.00
H -2.831 2.320 3.243 0.03
H -4.596 -0.026 3.147 -0.02
C 1.658 -1.859 -4.069 0.02
C -2.112 -2.265 3.340 0.23
C -2.465 0.013 -0.577 0.02
F -6.064 -0.226 -0.822 0.00
C 0.112 1.764 2.459 0.00
C 0.944 2.686 1.636 0.00
F 0.816 -3.387 -0.853 0.00
N 1.287 2.165 0.456 -0.01
H -1.877 -3.275 3.654 -0.01
C -1.015 -1.446 2.871 0.20
H -4.210 -2.398 3.785 0.01
H 3.331 -3.099 -4.558 -0.01
C 1.982 2.885 -0.430 -0.01
C 2.274 2.110 -1.663 -0.01
C -2.338 1.391 -0.613 -0.03
C 2.035 4.727 1.074 0.00
F 1.970 -1.020 0.677 0.00
H 1.142 -1.301 2.890 0.00
H 4.871 -2.069 -2.954 0.00
H 1.030 -2.289 -4.839 0.00
H 1.027 4.352 2.964 0.00
H 0.420 -2.377 4.093 0.02
C 0.341 -2.012 3.065 0.00
C -0.137 -0.196 -3.631 0.00
F -3.903 -1.842 -0.614 0.00
C 2.067 -0.258 -2.305 0.21
H 2.931 4.734 -0.910 0.00
N -0.242 0.595 1.727 0.00
F 1.833 -5.877 -1.050 0.00
C -2.558 0.367 2.523 0.21
C 3.853 -1.705 -3.011 0.07
C -3.400 -1.782 3.420 0.00

=====

No. 6
10
Properties=species:S:1:pos:R:3:nbo_charge:R:1 method="wB97M-V/def2-TZVPD" total_charge=+1 total_energy_ev=-19006.55820 e_homo_ev="-15.5 / -15.1"
N -3.733 1.608 -0.263 -0.22
C -4.366 0.798 0.294 0.32
H 0.164 -0.813 0.770 0.26
N -4.577 -0.498 0.672 -0.05
H 1.202 -0.158 -0.461 0.31
C 0.097 -0.149 -0.019 -0.78
H -0.027 1.001 0.112 0.29
O -3.565 -1.144 0.271 -0.14
C -2.468 -0.756 -0.068 0.28
S -1.278 -0.635 -1.118 0.73